i | The molecule C5H9N3O, computed with the ωB97M-V functional and the def2-TZVPD basis.

Summary:
- Structure (SMILES): Cc1c(CN)cnn1O
- Orbital gap: 9.8 eV
- Spin multiplicity: 1

Element x y z (Å)
C -0.86 0.03 -1.71
C -0.45 0.46 -0.25
C 0.43 0.00 0.71
C 1.56 -1.03 0.43
N 1.18 -2.18 -0.37
C 0.36 0.86 1.74
N -0.66 1.74 1.57
N -1.07 1.42 0.37
O -2.20 2.16 -0.13
H -0.10 0.06 -2.15
H -1.15 -1.18 -1.62
H -1.64 0.96 -2.02
H 1.85 -1.24 1.39
H 2.34 -0.72 -0.05
H 0.44 -2.72 0.08
H 1.15 -2.16 -1.37
H 1.20 0.99 2.64
H -2.39 2.55 0.74


ii | A structure of composition C5H9N3O, computed with the ωB97M-V functional and the def2-TZVPD basis.

Summary:
- Orbital gap: 9.3 eV
- Spin multiplicity: 1

Element x y z (Å)
C -0.08 2.00 0.23
C -0.73 0.74 0.03
C -0.02 -0.33 0.67
C 0.30 -1.67 0.13
C 2.67 -0.34 -0.33
H -0.85 2.93 0.05
H 0.67 2.26 -0.89
H 0.33 2.17 1.25
H -3.81 -0.52 -0.34
H -2.14 -1.55 -0.15
H 0.29 -0.15 1.71
H -0.01 -1.87 -1.01
H 0.23 -2.68 0.41
H 3.67 -1.24 -0.41
N -2.09 0.69 -0.23
N -2.58 -0.61 -0.72
N 1.36 -0.70 0.24
O 2.80 0.86 -0.65


Short version: i, ii, most stable first.


i | A cluster of 2 separate species, C5H9N3O in total, computed with the ωB97M-V functional and the def2-TZVPD basis.

Summary:
- Orbital gap: 8.4 eV
- Spin multiplicity: 1

Element x y z (Å)
C 1.17 -1.95 -0.23
C -1.38 1.22 -0.63
C -2.75 0.58 -0.92
C -0.98 1.93 0.66
C 3.09 -1.80 1.18
N -0.54 1.10 -1.58
N 0.23 0.91 -2.43
N 1.82 -1.49 0.69
O 0.59 -2.38 -1.15
H -3.59 1.29 -0.62
H -2.87 -0.16 -0.10
H -2.86 0.11 -1.88
H 0.06 1.49 0.75
H -1.63 1.64 1.60
H -0.81 2.98 0.60
H 3.12 -2.62 1.98
H 3.85 -2.03 0.39
H 3.48 -0.83 1.69


ii | The molecule C5H9N3O, computed with the ωB97M-V functional and the def2-TZVPD basis.

Summary:
- Structure (SMILES): [H]/N=C(\N)CC(=O)C(=C)N
- Orbital gap: 9.3 eV
- Spin multiplicity: 1

Element x y z (Å)
H -3.88 -0.39 0.50
N -3.00 -0.31 1.00
C -2.01 0.03 0.29
N -2.05 0.38 -1.04
C -0.66 0.19 0.94
C 0.39 -0.70 0.32
O 0.23 -1.88 0.11
C 1.70 -0.06 -0.03
C 1.78 1.15 -0.60
N 2.79 -0.84 0.28
H -2.85 0.08 -1.57
H -1.17 0.35 -1.56
H -0.77 -0.12 1.98
H -0.36 1.23 0.91
H 2.73 1.56 -0.89
H 0.92 1.77 -0.78
H 2.58 -1.82 0.36
H 3.65 -0.63 -0.21


Short version: ii, i, most stable first.


i | The molecule C5H9N3O, computed with the ωB97M-V functional and the def2-TZVPD basis.

Summary:
- Structure (SMILES): COC1=CCNNC=N1
- Orbital gap: 8.8 eV
- Spin multiplicity: 1

Element x y z (Å)
C -2.99 -0.44 0.33
O -2.10 0.63 0.02
C -0.79 0.44 -0.16
C 0.13 1.43 -0.12
C 1.60 1.23 -0.37
N 2.22 0.25 0.62
N 1.89 -1.10 0.31
C 0.71 -1.45 -0.36
N -0.45 -0.85 -0.48
H -3.89 0.11 0.48
H -3.04 -1.26 -0.49
H -2.75 -1.05 1.30
H -0.27 2.43 0.09
H 1.85 0.77 -1.36
H 2.09 2.16 -0.18
H 1.79 0.47 1.48
H 2.70 -1.56 0.05
H 0.78 -2.49 -0.63


ii | A cluster of 2 separate species, C5H9N3O in total, computed with the ωB97M-V functional and the def2-TZVPD basis.

Summary:
- Orbital gap: 8.6 eV
- Spin multiplicity: 1

Element x y z (Å)
C 1.29 0.74 0.85
C -1.04 0.09 0.12
C -1.92 0.89 1.01
C -1.65 -0.06 -1.28
C 3.11 -0.58 -0.39
N -0.64 -1.15 0.36
N -0.09 -2.14 0.33
N 1.89 -0.04 0.14
O 0.65 1.55 1.40
H -2.86 1.02 0.56
H -1.51 1.86 1.25
H -1.94 0.39 2.12
H -2.73 -0.14 -1.15
H -1.28 -0.95 -1.97
H -1.50 0.83 -1.90
H 3.96 0.14 -0.42
H 3.39 -1.39 0.34
H 2.86 -1.05 -1.38


iii | The molecule C5H9N3O, computed with the ωB97M-V functional and the def2-TZVPD basis.

Summary:
- Structure (SMILES): CN(C)n1[nH]ccc1=O
- Orbital gap: 8.9 eV
- Spin multiplicity: 1

Element x y z (Å)
C -1.58 -0.05 0.28
N -0.67 0.20 -0.80
C -0.33 -0.97 -1.57
N 0.73 0.78 -0.18
N 1.34 0.05 0.82
C 2.40 0.80 1.24
C 2.53 1.89 0.44
C 1.43 1.92 -0.51
O 1.15 2.71 -1.38
H -2.57 -0.17 -0.17
H -1.36 -0.95 0.87
H -1.61 0.82 0.94
H -1.24 -1.29 -2.09
H 0.42 -0.70 -2.31
H 0.04 -1.81 -0.96
H 0.75 -0.47 1.45
H 3.01 0.46 2.05
H 3.31 2.63 0.48


Short version: i, iii, ii, most stable first.


i | A cluster of 2 separate species, CH6NO2 in total, computed with the ωB97M-V functional and the def2-TZVPD basis.

Summary:
- Total charge: -1
- Orbital gap: 7.9 eV
- Spin multiplicity: 1

Element x y z (Å)
N 0.09 0.41 -1.43
C 0.83 -0.58 -0.57
O 0.85 -0.31 0.74
H 0.48 1.30 -1.12
H -0.86 0.45 -1.08
H 1.84 -0.58 -1.03
H 0.34 -1.55 -0.80
H -0.55 0.03 1.27
H -1.48 0.64 2.44
O -1.53 0.19 1.59


ii | A structure of composition CH6NO2, computed with the ωB97M-V functional and the def2-TZVPD basis.

Summary:
- Total charge: -1
- Orbital gap: 7.8 eV
- Spin multiplicity: 1

Element x y z (Å)
N 1.13 -0.76 0.90
C 0.29 0.62 0.50
O -1.00 1.15 -0.19
H -0.10 -0.76 0.35
H 1.94 -0.56 0.26
H 0.11 1.03 1.51
H 0.98 1.29 -0.12
H -0.66 -1.32 -1.10
H -1.18 0.33 -0.70
O -1.51 -1.01 -1.41


Short version: i, ii, most stable first.


i | The ion C4H8N2 with charge +2, computed with the ωB97M-V functional and the def2-TZVPD basis.

Summary:
- Total charge: +2
- Orbital gap: 9.6 eV
- Spin multiplicity: 1

Element x y z (Å)
C -1.62 0.20 -0.02
C 0.43 0.53 -0.12
C 1.61 1.12 -0.02
C -0.18 -1.90 0.06
N -1.38 1.44 0.01
N -0.40 -0.48 -0.07
H -2.64 -0.43 0.14
H 2.40 0.80 -0.78
H 2.19 1.03 0.92
H 1.79 2.20 -0.29
H 0.80 -2.04 0.38
H -0.20 -2.42 -1.05
H -0.94 -2.39 0.77
H -1.85 2.33 0.06


ii | A structure of composition C4H8N2, computed with the ωB97M-V functional and the def2-TZVPD basis.

Summary:
- Total charge: +2
- Orbital gap: 10.5 eV
- Spin multiplicity: 1

Element x y z (Å)
C 1.04 0.18 0.04
C -1.74 1.29 -0.14
C 0.64 -1.18 -0.13
C -0.79 -1.02 0.15
N -0.89 0.41 0.07
N 1.93 1.09 0.05
H -2.74 0.78 -0.27
H -1.55 2.43 -0.20
H 0.92 -1.40 -1.15
H 1.20 -1.78 0.65
H -1.50 -1.82 -0.38
H -0.87 -1.39 1.27
H 2.96 0.86 -0.16
H 1.87 2.09 0.27


Short version: ii, i, most stable first.


i | A cluster of 2 separate species, C4H8N2 in total, computed with the ωB97M-V functional and the def2-TZVPD basis.

Summary:
- Total charge: +2
- Orbital gap: 10.2 eV
- Spin multiplicity: 1

Element x y z (Å)
C -1.36 -1.72 0.81
C -0.40 0.39 -0.18
C -0.11 1.63 -0.94
C 2.60 -0.30 -0.52
N -0.82 -0.50 0.43
N 2.05 0.22 0.37
H -1.96 -1.99 -0.08
H -1.09 2.04 -1.23
H 0.45 1.43 -1.85
H 0.35 2.40 -0.22
H -2.16 -1.80 1.61
H 2.76 -0.81 -1.35
H -0.72 -2.31 1.33
H 1.95 0.86 1.20


ii | A structure of composition C4H8N2, computed with the ωB97M-V functional and the def2-TZVPD basis.

Summary:
- Total charge: +2
- Orbital gap: 8.9 eV
- Spin multiplicity: 1

Element x y z (Å)
C -1.57 0.61 -0.80
C 0.33 0.48 -0.34
C 2.27 -0.22 -0.27
C -1.19 -0.78 1.34
N -0.29 1.24 -1.20
N -0.97 0.02 0.21
H -2.51 0.87 -1.18
H 2.84 0.54 0.24
H 2.66 -0.41 -1.19
H 2.04 -1.11 0.35
H -0.28 -0.57 2.00
H -1.32 -1.83 1.11
H -2.21 -0.56 1.75
H 0.19 1.70 -2.03


Short version: i, ii, most stable first.